{"formula": "C5H10N3", "method": "ωB97M-V/def2-TZVPD", "total_charge": 1, "lumo_energy_ev": -3.88, "species": ["C", "C", "C", "C", "C", "N", "N", "N", "H", "H", "H", "H", "H", "H", "H", "H", "H", "H"], "xyz": [[1.76204, -0.40842, -0.23984], [1.20449, 1.03023, -0.14055], [0.82947, -1.48028, 0.16859], [-1.04826, 0.73406, -0.51835], [-1.35139, -0.76595, -0.64244], [-0.07644, 1.12367, 0.54232], [-0.45620, -1.57561, 0.08242], [-2.19967, 0.17057, 0.26032], [2.12588, -0.70121, -1.14697], [2.48948, -0.57691, 0.43828], [1.98746, 1.69940, 0.27581], [1.21489, 1.55616, -1.22767], [1.36121, -2.29008, 0.74356], [-1.37775, 1.30095, -1.28720], [-0.10109, 2.09088, 0.85643], [-1.02156, -2.30052, 0.52139], [-2.15471, 0.12815, 1.24359], [-3.18787, 0.26491, 0.07030]]}